{
  "formula": "C30H77N5O11",
  "method": "ωB97M-V with the def2-TZVPD basis set",
  "multiplicity": 1,
  "homo_lumo_gap_ev": 7.789,
  "relative_energy_kj_mol": 1335.97,
  "smiles": "COCCNCCOC.COCCNCCOC.COCCNCCOC.COCCNCCOC.COCCNCCOC.O",
  "max_force_ha_per_bohr": 0.157,
  "elements": ["C", "O", "C", "C", "N", "C", "C", "O", "C", "H", "H", "H", "H", "H", "H", "H", "H", "H", "H", "H", "H", "H", "H", "H", "C", "O", "C", "C", "N", "C", "C", "O", "C", "H", "H", "H", "H", "H", "H", "H", "H", "H", "H", "H", "H", "H", "H", "H", "C", "O", "C", "C", "N", "C", "C", "O", "C", "H", "H", "H", "H", "H", "H", "H", "H", "H", "H", "H", "H", "H", "H", "H", "C", "O", "C", "C", "N", "C", "C", "O", "C", "H", "H", "H", "H", "H", "H", "H", "H", "H", "H", "H", "H", "H", "H", "H", "C", "O", "C", "C", "N", "C", "C", "O", "C", "H", "H", "H", "H", "H", "H", "H", "H", "H", "H", "H", "H", "H", "H", "H", "O", "H", "H"],
  "coordinates": [[0.01984, -4.28528, -1.23941], [-0.56548, -2.95604, -1.11493], [-1.11216, -2.31047, -2.26878], [-0.07651, -1.88279, -3.30067], [0.75798, -0.78873, -2.78483], [1.62377, -0.30505, -3.80685], [2.21707, 0.95459, -3.20419], [1.18327, 1.76799, -2.66536], [0.86478, 2.95716, -3.35694], [0.86978, -4.51209, -0.59576], [0.47363, -4.39407, -2.22448], [-0.63799, -5.15297, -1.18969], [-1.71734, -1.46787, -1.93428], [-1.84592, -3.01467, -2.66096], [-0.54789, -1.43643, -4.17625], [0.63521, -2.69353, -3.45644], [0.31205, 0.02015, -2.37623], [1.27064, 0.08589, -4.76108], [2.37049, -1.06299, -4.04358], [2.89709, 1.45886, -3.89077], [2.79854, 0.68325, -2.32307], [1.76598, 3.54049, -3.54575], [0.15911, 3.43084, -2.67446], [0.43597, 2.67444, -4.31834], [-3.35857, -0.05241, 0.03973], [-2.43417, 0.95724, -0.34106], [-1.52038, 1.29513, 0.69016], [-0.50286, 0.15725, 1.01056], [0.72630, 0.58834, 0.36857], [1.60266, -0.53210, -0.08127], [2.53880, -1.03916, 1.02814], [3.09227, -2.39275, 0.91104], [4.05085, -2.51183, -0.14964], [-3.84806, 0.32816, 0.93620], [-2.96635, -1.04570, 0.25800], [-4.13690, -0.17686, -0.71314], [-2.10622, 1.64534, 1.54003], [-1.15359, 2.14195, 0.11011], [-0.78133, -0.84294, 0.67865], [-0.33265, 0.18293, 2.08689], [0.55609, 1.17751, -0.43393], [2.29813, -0.08153, -0.78935], [1.09272, -1.32159, -0.63332], [1.92441, -0.96723, 1.92560], [3.38492, -0.35678, 1.10902], [4.61608, -3.43262, -0.00545], [4.73559, -1.66392, -0.16585], [3.63238, -2.62886, -1.14928], [-2.93990, 1.10027, 6.11310], [-3.11671, 0.86890, 4.68429], [-2.08928, 0.27871, 4.02086], [-2.64280, -0.98959, 3.35262], [-3.46984, -0.59902, 2.30888], [-4.29327, -1.76560, 1.96888], [-5.63367, -1.62891, 2.75356], [-6.60829, -0.63377, 2.37766], [-7.73606, -0.71497, 3.29691], [-3.83879, 1.34713, 6.67803], [-2.02994, 1.67078, 6.29905], [-2.71495, 0.08684, 6.44547], [-1.32070, -0.05425, 4.71839], [-1.55008, 1.03395, 3.44904], [-3.12290, -1.43394, 4.22450], [-1.82602, -1.65242, 3.06693], [-4.03446, 0.13276, 2.71608], [-3.76750, -2.63186, 2.37044], [-4.37896, -1.94049, 0.89642], [-5.36333, -1.39264, 3.78273], [-6.01582, -2.64920, 2.78623], [-8.46211, -1.49948, 3.08365], [-8.35158, 0.18110, 3.21768], [-7.50796, -0.87000, 4.35145], [4.88933, -5.02974, -5.40371], [4.70115, -5.16255, -4.02815], [3.58766, -4.38059, -3.57900], [3.82538, -2.88091, -3.34792], [4.65201, -2.69649, -2.14650], [5.41123, -1.48157, -2.33326], [6.20907, -1.14713, -1.00114], [7.12879, -0.08438, -1.19620], [7.38405, 0.61232, 0.01179], [4.14248, -5.56553, -5.98957], [5.80333, -5.47130, -5.80084], [4.77792, -4.00072, -5.74547], [3.28442, -4.85382, -2.64509], [2.73229, -4.50433, -4.24318], [2.89331, -2.42859, -3.00919], [4.11945, -2.48936, -4.32173], [5.30912, -3.44919, -1.99908], [4.73762, -0.66109, -2.58060], [6.06173, -1.73636, -3.16994], [6.74039, -2.04093, -0.67416], [5.45243, -0.90649, -0.25436], [8.38369, 1.01624, -0.14845], [7.55186, 0.02395, 0.91389], [6.56186, 1.30901, 0.17528], [-5.50040, 2.93349, 0.54945], [-4.39572, 3.39797, 1.35397], [-3.26616, 2.58248, 1.39853], [-2.18661, 3.19811, 2.29931], [-1.87262, 4.57318, 2.08269], [-1.19107, 4.84490, 0.75869], [-0.74045, 6.26164, 0.90816], [-1.86068, 7.13812, 0.99367], [-1.56441, 8.44897, 1.05466], [-6.04508, 2.24230, 1.19263], [-5.10990, 2.53716, -0.38784], [-6.19829, 3.74913, 0.36031], [-2.85518, 2.21692, 0.45748], [-3.70671, 1.66036, 1.77761], [-1.28587, 2.58438, 2.28970], [-2.38921, 3.09739, 3.36556], [-2.77754, 5.02110, 2.05864], [-1.80768, 4.76019, -0.13613], [-0.34585, 4.17214, 0.61341], [-0.02841, 6.59388, 0.15271], [-0.14407, 6.62530, 1.74494], [-1.10927, 8.48189, 2.04454], [-2.47856, 9.02300, 0.90326], [-0.84790, 8.82411, 0.32391], [3.81392, -4.61501, 2.04043], [3.03197, -4.15727, 1.73181], [4.07403, -5.16883, 1.30432]],
  "atomic_forces_ev_per_a": [[0.167, 0.633, -1.631], [0.778, -0.842, 1.047], [-0.112, -1.336, -0.067], [-0.043, 1.414, 1.529], [-0.124, -1.040, -0.879], [1.027, 1.288, 0.342], [1.029, -0.265, 0.814], [0.496, -0.022, 0.069], [0.088, -0.855, 0.050], [-0.284, 0.897, 0.681], [0.022, 0.149, -0.381], [-0.798, 0.420, 0.369], [0.348, 0.206, 0.339], [-0.036, -0.044, -0.691], [-0.384, -1.013, -0.581], [-0.337, -0.186, -0.742], [-0.820, -0.360, 0.029], [-1.242, -0.556, -0.509], [0.120, 0.418, -0.135], [-0.236, 0.406, -0.159], [0.292, -0.018, -0.175], [-0.041, 0.323, 0.181], [-0.005, 0.473, -0.543], [-0.384, 0.428, -0.134], [-1.178, 1.140, -1.415], [-0.063, -3.175, -2.092], [1.121, -3.462, -1.061], [0.206, 2.115, -0.428], [1.554, -1.372, -0.365], [1.200, 0.753, -0.120], [-0.274, -0.989, 0.114], [-1.062, 1.617, 0.893], [-3.437, -0.151, 3.082], [-0.078, -0.457, -1.830], [0.726, 0.497, -0.410], [0.293, 0.256, -0.735], [2.522, -3.128, -0.841], [1.429, 0.323, 1.177], [-0.467, -0.035, 0.027], [-0.070, -0.440, 0.068], [-0.122, -0.058, -0.027], [-0.348, -0.071, -0.234], [-0.095, -0.105, 0.570], [0.470, -0.467, 0.460], [0.020, 0.226, 0.227], [-0.079, 0.014, 0.410], [-2.764, -2.249, 0.815], [-1.902, 0.493, 2.527], [0.906, -2.291, -1.143], [-2.661, 2.217, 1.763], [2.085, -1.071, 0.445], [2.458, 1.361, 2.100], [-0.266, -1.956, 1.829], [-1.453, 1.340, 0.789], [0.350, -0.819, 0.033], [-0.244, -1.009, 0.787], [-0.300, 0.271, -0.611], [0.003, 0.737, -0.768], [-0.393, 0.586, 0.107], [0.253, -0.150, 0.675], [0.211, -0.247, 0.391], [-0.295, -0.340, -0.626], [-0.481, -0.659, 0.161], [0.020, -0.052, -0.388], [-0.600, 0.093, -0.108], [-0.306, -0.198, -0.002], [-0.473, 0.206, 0.038], [0.264, -0.064, 0.250], [-0.862, -0.017, -0.137], [0.372, -0.546, -0.590], [0.521, 0.330, -0.140], [0.767, 0.227, 0.004], [-0.443, -0.070, -1.373], [-0.074, 0.669, 0.322], [-0.423, -0.408, 0.545], [0.036, -2.184, 1.135], [3.689, -0.489, -7.147], [1.408, 0.053, 1.263], [0.662, 1.092, -2.060], [-0.355, -0.863, 0.062], [0.749, -0.028, -0.497], [-0.625, -0.263, 0.215], [0.427, 0.285, 0.772], [0.443, 0.245, 0.059], [0.063, 0.082, 0.190], [-0.032, -0.066, -0.387], [-0.532, -0.082, -0.520], [0.574, 0.732, 0.212], [0.094, -0.349, -0.453], [0.019, 0.105, -0.037], [0.565, 1.075, -0.057], [0.009, -0.220, 0.221], [2.228, 1.995, -0.296], [-0.350, 0.932, 0.015], [-0.523, -0.710, -0.063], [0.343, 0.404, 0.232], [1.063, 0.270, 1.196], [-1.077, 2.380, -0.600], [-2.716, 1.262, 0.831], [0.068, 0.381, 1.943], [0.301, -0.167, -1.689], [-0.315, 0.462, 2.077], [0.726, 2.359, -0.211], [-1.469, -3.260, -2.244], [0.661, 1.121, 0.839], [-0.099, -0.701, -0.513], [-0.321, -0.338, -0.024], [0.386, 0.265, -0.047], [-2.379, 2.848, -0.307], [0.594, 0.044, 0.822], [0.362, 1.021, -0.131], [-0.971, 0.149, 0.147], [-0.059, 0.650, -0.047], [-0.390, -0.004, 0.003], [0.121, 0.033, 0.331], [-0.382, -0.075, -1.215], [0.257, -1.434, 1.100], [0.118, 1.625, 0.416], [0.038, 0.073, 0.533], [0.296, -0.212, -0.362], [0.328, -0.859, 0.493], [-0.153, 0.641, -0.131], [0.058, -0.212, -0.059]]
}